No. 1
Here is a 13-piece molecular cluster, C43H108N7O19 overall at a distorted geometry from OMol25. Energies are from ωB97M-V/def2-TZVPD.

The geometry in XYZ format:
```
177
Properties=species:S:1:pos:R:3:mulliken_charge:R:1
C 21.397 16.664 18.067 -1.03
C 22.796 17.306 18.267 -0.41
C 23.876 16.235 18.225 -0.61
O 25.187 16.773 18.303 -0.37
C 25.582 17.191 19.568 -0.72
N 23.127 18.267 17.234 -0.49
H 23.991 18.780 17.525 0.39
H 23.506 17.781 16.404 0.19
H 22.666 19.550 16.341 0.55
H 21.307 16.039 17.097 -0.09
H 20.632 17.430 18.061 0.47
H 21.193 16.023 18.927 0.35
H 22.857 17.877 19.146 0.53
H 23.719 15.718 17.278 0.36
H 23.695 15.496 19.092 0.33
H 25.201 18.150 19.895 0.27
H 26.687 17.252 19.527 0.25
H 25.241 16.426 20.262 0.34
C 18.259 14.923 11.141 -1.50
C 19.086 14.065 12.021 2.18
C 18.158 12.960 12.536 -1.31
O 18.481 12.413 13.810 -0.30
C 17.583 11.297 14.082 -0.55
N 20.246 13.378 11.410 -0.60
H 20.015 13.049 10.471 0.31
H 21.438 15.249 13.043 -0.05
H 20.361 12.483 11.907 0.29
H 17.479 15.268 11.726 0.07
H 17.871 14.306 10.295 0.45
H 18.820 15.713 10.750 0.32
H 19.296 14.642 12.920 -0.63
H 18.250 12.171 11.774 0.40
H 17.076 13.278 12.467 0.37
H 16.679 11.395 13.490 0.39
H 17.482 11.380 15.149 0.00
H 17.987 10.299 13.796 0.25
C 17.528 10.343 19.624 -1.08
C 18.924 9.882 20.072 0.24
C 20.087 10.000 19.088 -0.32
O 21.309 9.811 19.781 -0.43
C 22.471 10.518 19.298 -0.58
N 19.161 10.529 21.430 -0.17
H 20.169 10.647 21.631 0.34
H 18.650 11.413 21.426 0.32
H 18.730 10.029 22.190 0.39
H 17.331 10.158 18.565 0.30
H 17.490 11.456 19.664 0.08
H 16.732 9.946 20.240 0.43
H 18.804 8.811 20.273 0.22
H 20.119 11.022 18.576 0.07
H 20.031 9.231 18.319 0.36
H 22.776 9.958 18.488 0.32
H 23.190 10.504 20.113 0.26
H 22.242 11.570 19.087 0.20
C 15.419 16.752 13.499 -2.14
C 15.526 17.626 14.700 1.76
C 16.769 17.490 15.526 -0.55
O 17.857 17.839 14.720 0.54
C 18.975 17.146 15.261 -0.05
N 15.280 19.121 14.464 1.07
H 14.274 19.287 14.039 0.63
H 15.293 19.530 15.413 0.47
H 16.082 19.652 13.914 0.11
H 14.535 16.843 12.931 0.59
H 15.399 15.694 13.871 0.34
H 16.258 16.867 12.770 -0.02
H 14.587 17.410 15.297 -1.51
H 16.815 16.421 15.861 0.42
H 16.799 18.138 16.333 0.16
H 19.019 17.177 16.378 0.06
H 19.858 17.520 14.786 0.04
H 18.904 16.042 14.996 -0.08
C 14.895 21.026 11.139 -0.16
N 14.506 22.497 11.096 0.40
C 13.234 22.610 10.276 -1.00
C 14.256 22.799 12.571 -0.62
C 15.618 23.370 10.624 0.03
C 15.785 23.322 9.122 -1.13
O 16.048 22.117 8.506 -0.55
H 15.567 20.879 11.952 -0.15
H 15.459 20.740 10.185 0.22
H 13.966 20.496 11.235 0.57
H 12.411 22.132 10.813 0.22
H 13.494 22.103 9.361 0.51
H 13.010 23.652 10.015 0.34
H 13.913 23.862 12.566 0.44
H 15.210 22.701 13.059 0.39
H 13.579 22.120 12.988 0.01
H 16.413 23.122 11.268 0.08
H 15.380 24.395 10.869 0.42
H 16.526 24.005 8.830 0.53
H 14.840 23.642 8.788 0.54
H 17.028 21.961 8.544 0.33
C 13.782 14.547 19.309 -0.86
N 13.944 15.726 18.403 0.39
C 15.027 16.605 18.943 -0.08
C 14.373 15.158 17.075 -0.92
C 12.534 16.443 18.266 -0.94
C 12.440 17.843 17.580 0.51
O 11.807 17.760 16.322 -0.60
H 14.741 14.106 19.514 0.28
H 13.270 13.808 18.721 0.43
H 13.235 14.768 20.195 0.34
H 15.912 15.924 19.080 0.22
H 14.677 17.013 19.910 0.33
H 15.119 17.420 18.146 -0.24
H 13.578 14.616 16.587 0.33
H 15.237 14.564 17.363 0.45
H 14.549 15.990 16.361 0.26
H 12.068 16.333 19.219 0.43
H 11.918 15.750 17.634 0.50
H 13.354 18.433 17.543 -0.26
H 11.736 18.409 18.264 0.37
H 12.389 18.212 15.676 0.22
C 20.917 18.191 10.427 -0.83
N 21.293 19.449 11.209 0.46
C 20.983 19.210 12.600 -0.36
C 22.761 19.626 11.034 -0.84
C 20.447 20.646 10.687 -0.55
C 18.977 20.309 10.565 -0.03
O 18.250 21.482 10.464 -0.38
H 19.841 18.050 10.500 0.18
H 21.558 17.363 10.735 0.33
H 21.205 18.328 9.417 0.42
H 21.485 18.266 12.880 -0.18
H 19.930 19.247 12.682 0.15
H 21.390 20.030 13.193 0.47
H 23.216 18.756 11.539 0.31
H 23.055 20.502 11.612 0.36
H 23.134 19.737 10.014 0.32
H 20.824 20.851 9.684 0.27
H 20.584 21.486 11.374 0.52
H 18.571 19.532 11.238 -0.19
H 18.798 19.853 9.529 0.33
H 18.146 21.810 11.494 -0.01
C 17.723 21.910 15.209 -1.42
C 17.743 21.510 13.760 1.16
O 17.217 20.480 13.271 -1.47
O 18.235 22.328 12.941 -0.93
H 18.345 22.820 15.291 0.26
H 18.140 21.117 15.779 0.17
H 16.687 22.098 15.559 0.36
C 19.600 14.181 18.642 -0.49
C 18.323 13.335 18.551 0.59
O 17.275 13.858 18.903 -0.83
O 18.466 12.226 18.054 -0.78
H 19.661 14.534 17.513 -0.03
H 20.381 13.479 18.719 0.04
H 19.546 15.017 19.266 0.53
C 10.407 19.568 13.764 -1.25
C 11.905 19.799 13.418 0.41
O 12.242 20.780 12.703 -0.75
O 12.710 18.966 13.892 -0.78
H 9.868 20.510 13.872 0.32
H 10.219 18.844 14.524 0.30
H 10.046 19.082 12.848 0.31
C 22.282 21.811 17.044 -1.36
C 21.841 21.247 15.668 1.02
O 21.280 21.785 14.757 -0.57
O 22.407 20.040 15.452 -0.45
H 22.127 22.868 17.182 0.36
H 23.387 21.711 17.038 0.34
H 21.833 21.278 17.849 0.35
C 23.516 14.196 13.074 -1.37
C 23.282 15.615 13.379 0.77
O 21.930 15.975 13.312 0.19
O 24.103 16.404 13.661 -0.53
H 24.571 14.002 12.987 0.36
H 22.957 13.873 12.229 0.37
H 23.116 13.552 13.858 0.35
C 16.778 21.137 18.167 -0.47
C 16.168 19.799 18.321 0.62
O 15.480 19.374 17.297 -0.82
O 16.239 19.169 19.384 -0.75
H 15.887 21.774 18.022 0.27
H 17.383 21.173 17.321 -0.30
H 17.249 21.379 19.111 0.39
```

Results
- total energy (eV) = -95664.3417
- strongest force on any atom (eV/A) = 4.31
- total charge = +1

No. 2
Here is a 8-piece molecular cluster, C43H109N9O15 overall at a distorted geometry from OMol25. Energies are from ωB97M-V/def2-TZVPD.

The geometry in XYZ format:
```
176
Properties=species:S:1:pos:R:3:mulliken_charge:R:1
C -15.956 9.631 -1.967 -0.75
O -16.664 10.150 -0.850 -0.30
C -16.590 9.111 0.223 -0.74
C -17.050 9.594 1.528 -0.40
N -18.470 9.740 1.433 -0.36
C -19.235 10.224 2.567 -0.77
C -19.075 11.754 2.653 -0.52
O -19.591 12.378 1.504 -0.34
C -20.967 12.708 1.560 -0.65
H -15.813 10.388 -2.739 0.26
H -16.551 8.847 -2.435 0.31
H -14.969 9.217 -1.759 0.29
H -15.533 8.865 0.321 0.45
H -17.016 8.176 -0.140 0.41
H -16.578 10.563 1.688 0.25
H -16.935 8.824 2.291 0.33
H -18.684 10.404 0.702 0.28
H -18.692 9.828 3.425 0.38
H -20.254 9.839 2.535 0.36
H -18.003 11.948 2.632 0.40
H -19.580 11.926 3.604 0.35
H -21.183 12.957 0.521 0.22
H -21.137 13.640 2.100 0.25
H -21.470 11.785 1.846 0.31
C -17.976 19.692 11.869 -0.66
O -18.802 20.602 11.124 -0.38
C -19.435 21.702 11.812 -0.52
C -18.351 22.768 11.883 -0.50
N -17.885 23.086 10.532 -0.39
C -16.747 24.017 10.477 -0.58
C -16.995 25.416 11.077 -0.45
O -15.931 26.320 10.750 -0.38
C -15.955 26.794 9.399 -0.68
H -17.426 19.053 11.178 0.24
H -18.573 19.008 12.472 0.27
H -17.226 20.217 12.459 0.28
H -19.773 21.502 12.829 0.32
H -20.330 21.935 11.235 0.32
H -17.522 22.439 12.508 0.26
H -18.716 23.690 12.334 0.40
H -17.681 22.176 10.144 0.29
H -16.529 24.124 9.414 0.44
H -15.817 23.651 10.911 0.26
H -16.939 25.253 12.153 0.28
H -17.914 25.920 10.779 0.32
H -15.222 27.600 9.349 0.24
H -16.949 27.169 9.158 0.31
H -15.612 26.027 8.705 0.28
C -31.725 17.532 9.418 -0.86
O -32.624 17.910 8.333 -0.36
C -33.965 17.752 8.361 -0.77
C -34.793 18.736 7.639 -0.38
N -34.624 19.953 8.411 -0.28
C -35.169 21.179 7.887 -0.74
C -34.584 21.725 6.548 -0.53
O -35.092 23.046 6.206 -0.43
C -36.354 23.000 5.646 -0.70
H -31.881 16.496 9.716 0.36
H -32.049 17.942 10.374 0.35
H -30.708 17.924 9.385 0.31
H -34.290 17.649 9.396 0.40
H -34.176 16.769 7.940 0.43
H -35.859 18.508 7.638 0.30
H -34.520 18.918 6.599 0.30
H -33.674 20.068 8.735 0.28
H -35.200 22.037 8.559 0.38
H -36.214 20.929 7.702 0.35
H -34.670 21.089 5.667 0.40
H -33.515 21.593 6.715 0.37
H -36.413 23.399 4.633 0.25
H -36.985 23.638 6.265 0.24
H -36.653 21.959 5.527 0.35
C -27.318 28.198 16.195 -0.77
O -28.021 27.382 15.231 -0.31
C -29.034 28.020 14.476 -0.65
C -29.407 26.912 13.475 -0.49
N -28.386 26.653 12.498 -0.24
C -28.798 25.641 11.520 -0.61
C -28.032 25.703 10.201 -0.64
O -28.598 24.969 9.122 -0.37
C -28.331 23.590 9.222 -0.77
H -26.859 29.111 15.814 0.28
H -26.527 27.618 16.670 0.25
H -28.063 28.256 16.988 0.31
H -28.610 28.922 14.034 0.33
H -29.780 28.362 15.193 0.40
H -30.233 27.496 13.069 0.32
H -29.859 25.996 13.855 0.35
H -27.449 26.496 12.840 0.24
H -29.826 25.778 11.185 0.37
H -28.759 24.633 11.932 0.33
H -27.021 25.371 10.437 0.35
H -27.926 26.770 10.005 0.40
H -29.267 23.074 9.439 0.28
H -27.491 23.190 9.789 0.34
H -28.039 23.245 8.231 0.29
C -13.931 29.581 3.498 -0.81
O -14.488 28.472 2.780 -0.31
C -15.871 28.678 2.491 -0.60
C -16.453 27.338 2.015 -0.62
N -16.398 26.315 3.060 -0.31
C -16.806 25.031 2.457 -0.94
C -17.528 24.080 3.511 -0.40
O -17.559 22.856 2.787 -0.30
C -18.391 21.906 3.403 -0.86
H -14.038 30.576 3.065 0.30
H -12.871 29.333 3.560 0.28
H -14.119 29.650 4.569 0.32
H -15.974 29.413 1.693 0.37
H -16.474 29.028 3.329 0.34
H -16.222 27.155 0.966 0.41
H -17.503 27.589 1.861 0.38
H -15.488 25.986 3.349 0.26
H -16.055 24.732 1.725 0.47
H -17.558 25.301 1.715 0.36
H -18.573 24.390 3.533 0.32
H -16.963 23.948 4.433 0.35
H -17.807 21.776 4.314 0.33
H -18.273 20.915 2.964 0.31
H -19.324 22.230 3.863 0.33
C -22.275 9.367 9.776 -0.67
O -23.609 9.195 9.253 -0.28
C -24.237 8.002 9.491 -0.32
C -23.829 6.933 8.493 -0.93
N -24.195 7.186 7.118 -0.43
C -25.644 6.876 6.962 -0.51
C -26.225 7.890 5.968 -0.86
O -26.353 9.145 6.630 -0.21
C -27.162 9.901 5.756 -0.78
H -21.571 8.694 9.287 0.28
H -22.281 9.182 10.850 0.33
H -22.004 10.403 9.572 0.17
H -25.307 8.113 9.317 0.19
H -24.132 7.737 10.543 0.43
H -24.157 5.969 8.884 0.38
H -22.763 6.708 8.472 0.40
H -24.048 8.170 6.946 0.32
H -26.265 7.017 7.846 0.26
H -25.717 5.808 6.753 0.42
H -27.212 7.530 5.678 0.52
H -25.651 7.957 5.043 0.42
H -28.130 9.431 5.581 0.31
H -26.642 10.113 4.822 0.32
H -27.270 10.879 6.226 0.23
C -31.346 7.814 14.777 -0.77
O -31.752 9.223 14.656 -0.37
C -31.919 9.896 15.881 -0.45
C -30.566 9.987 16.684 -0.72
N -29.468 10.441 15.863 -0.32
C -29.337 11.878 15.818 -0.49
C -28.100 12.469 15.097 -0.61
O -28.119 13.942 15.236 -0.33
C -26.960 14.542 14.693 -0.74
H -30.986 7.492 13.799 0.28
H -32.161 7.162 15.093 0.33
H -30.456 7.567 15.355 0.31
H -32.680 9.404 16.488 0.35
H -32.370 10.884 15.792 0.36
H -30.282 9.089 17.232 0.30
H -30.604 10.773 17.439 0.39
H -29.702 10.223 14.905 0.29
H -29.272 12.242 16.843 0.29
H -30.278 12.259 15.421 0.31
H -28.006 12.024 14.106 0.36
H -27.206 12.014 15.524 0.37
H -27.138 15.329 13.961 0.26
H -26.291 13.827 14.214 0.33
H -26.313 14.926 15.481 0.27
N -22.682 15.324 8.464 -0.35
C -23.871 15.429 8.018 0.66
N -24.596 14.340 8.133 -0.33
O -24.278 16.563 7.672 -0.70
H -22.199 16.178 8.707 0.23
H -22.504 14.383 8.785 0.15
H -24.277 13.498 8.592 0.14
H -25.547 14.358 7.794 0.19
```

Results
- SMILES = COCCNCCOC.COCCNCCOC.COCCNCCOC.COCCNCCOC.COCCNCCOC.COCCNCCOC.COCCNCCOC.NC(N)=O
- total energy (eV) = -90465.2011
- strongest force on any atom (eV/A) = 6.03

Q: What is the formula in the first record?
A: C43H108N7O19

Q: What is the strongest force on any atom in the second record?
A: 6.03 eV/A

Q: Among the records above, which one has the highest strongest force on any atom?
A: C43H109N9O15

Q: What is the total energy in the first record?
A: -95664.3417 eV